No. 1
The molecule C2H7NOSi2 in a non-equilibrium geometry. Source: the Open Molecules 2025 dataset; level of theory: ωB97M-V/def2-TZVPD.

Last column: natural (NBO) charge in e.
Atoms and positions in Å:
C (0.0109, -0.1970, -0.3773)  0.689
C (0.2196, -1.6697, -0.0264)  -0.866
N (0.7641, 0.5499, 0.4807)  -0.949
O (-0.6597, 0.2304, -1.3105)  -0.637
Si (1.3490, -0.9324, 1.3660)  1.266
Si (-1.4901, 2.1602, -1.7020)  0.358
H (-0.7298, -2.1759, 0.3958)  0.272
H (0.6008, -2.2386, -0.8008)  0.260
H (0.6005, 1.6303, 0.4655)  0.457
H (0.9059, -0.9035, 2.6854)  -0.187
H (2.7695, -0.6614, 1.3110)  -0.166
H (-1.4082, 2.3860, -0.2369)  -0.281
H (-2.9324, 1.8217, -2.2506)  -0.215

Energy above the lowest of the compared OMol25 structures with the same formula, charge and spin ... 1.8840 eV
Frontier orbital gap ... 6.523 eV
Lowest unoccupied orbital energy ... 0.0 eV
Highest occupied orbital energy ... -6.53 eV


No. 2
A structure of composition C28H51BN9PtS in a non-equilibrium geometry. Source: the Open Molecules 2025 dataset; level of theory: ωB97M-V/def2-TZVPD.

Last column: Mulliken charge in e.
Atoms and positions in Å:
Pt (0.1544, 0.0696, -0.1654)  3.217
C (-0.8407, 4.7261, -2.1044)  -1.891
C (-0.3184, 3.5473, -1.2849)  1.932
C (0.8362, 3.9878, -0.3789)  -1.144
C (-1.4026, 2.9334, -0.4480)  -0.637
C (-2.5778, 3.5237, 0.0214)  -0.096
C (-3.1841, 2.5901, 0.8412)  -0.349
C (-4.5404, 2.8203, 1.4618)  0.242
C (-5.6295, 2.1534, 0.6086)  -1.542
C (-4.6901, 2.5075, 2.9506)  -1.663
N (-2.3984, 1.4811, 0.8438)  0.827
N (-1.3211, 1.6981, 0.0467)  -0.932
B (-2.4399, 0.1619, 1.6723)  1.026
N (-2.5173, -1.1113, 0.7356)  1.182
N (-1.3300, -1.5095, 0.1760)  -1.184
C (-1.4742, -2.7662, -0.2744)  -0.226
C (-2.7927, -3.1563, -0.0400)  -0.995
C (-3.4293, -2.1083, 0.5946)  0.070
C (-4.9360, -2.1363, 0.7980)  0.368
C (-5.5905, -1.7409, -0.5403)  -1.504
C (-5.5756, -1.3615, 1.9436)  -1.717
C (-0.4617, -3.6818, -0.9504)  0.466
C (1.0156, -3.2976, -0.8615)  -1.428
C (-0.8926, -3.9269, -2.4104)  -1.371
N (-1.1222, 0.0405, 2.5364)  0.474
N (0.1343, 0.1338, 1.9652)  -0.354
C (1.0479, -0.0356, 2.9243)  -0.069
C (0.3847, -0.2444, 4.1279)  -0.865
C (-0.9671, -0.1975, 3.8640)  0.216
C (-1.9832, -0.3254, 4.9779)  0.048
C (-3.2696, -1.0859, 4.6766)  -1.355
C (-2.2888, 1.0552, 5.5746)  -1.440
C (2.5507, 0.0655, 2.8258)  0.276
C (2.9743, 1.4980, 3.1880)  -1.289
C (3.1771, -0.3433, 1.4996)  -1.169
H (-0.0469, 5.1190, -2.7439)  0.455
H (-1.6818, 4.4360, -2.7401)  0.412
H (-1.1721, 5.5378, -1.4499)  0.327
H (0.0606, 2.7864, -1.9693)  -0.527
H (0.4899, 4.7584, 0.3152)  0.397
H (1.2171, 3.1509, 0.2075)  -0.085
H (1.6586, 4.3975, -0.9716)  0.406
H (-2.9564, 4.5111, -0.2026)  0.462
H (-4.6827, 3.8958, 1.3651)  0.526
H (-5.4021, 1.1034, 0.4333)  0.227
H (-6.6007, 2.2167, 1.1054)  0.392
H (-5.7109, 2.6432, -0.3637)  0.372
H (-4.7704, 1.4393, 3.1506)  0.181
H (-3.8482, 2.9066, 3.5190)  0.356
H (-5.6011, 2.9815, 3.3232)  0.521
H (-3.3848, 0.1981, 2.3825)  -0.944
H (-3.2378, -4.1119, -0.2867)  0.523
H (-5.1614, -3.1888, 0.9727)  0.583
H (-5.3480, -0.7048, -0.7950)  0.285
H (-5.2451, -2.3814, -1.3541)  0.377
H (-6.6773, -1.8302, -0.4699)  0.458
H (-5.4046, -0.2911, 1.8687)  0.332
H (-6.6552, -1.5261, 1.9112)  0.542
H (-5.2191, -1.7054, 2.9099)  0.196
H (-0.5616, -4.6295, -0.4214)  0.481
H (1.2017, -2.2742, -1.1621)  0.055
H (1.3870, -3.4117, 0.1584)  0.290
H (1.6129, -3.9381, -1.5135)  0.501
H (-1.1916, -2.9983, -2.9108)  0.207
H (-0.0829, -4.3821, -2.9848)  0.438
H (-1.7551, -4.5912, -2.4609)  0.356
H (0.8370, -0.4118, 5.0962)  0.517
H (-1.4460, -0.8943, 5.7341)  0.595
H (-4.0184, -0.4271, 4.2418)  0.019
H (-3.0961, -1.9228, 3.9931)  0.301
H (-3.6842, -1.4846, 5.6056)  0.548
H (-2.7373, 1.7031, 4.8202)  0.191
H (-2.9917, 0.9610, 6.4076)  0.411
H (-1.3803, 1.5354, 5.9427)  0.409
H (2.9297, -0.6037, 3.5993)  0.475
H (2.5540, 2.2088, 2.4702)  0.170
H (2.6249, 1.7731, 4.1847)  0.394
H (4.0635, 1.5905, 3.1689)  0.413
H (3.0389, 0.4407, 0.7619)  -0.048
H (4.2539, -0.4850, 1.6231)  0.491
H (2.7567, -1.2755, 1.1141)  0.157
N (-0.5824, 0.1002, -2.2271)  -1.046
N (0.3606, 0.0309, -3.2463)  -0.251
C (1.6425, 0.3593, -2.9942)  0.730
N (2.4947, 0.2447, -4.0148)  -0.439
S (2.1403, 0.9116, -1.4895)  -0.539
H (-1.1320, -0.7531, -2.2031)  0.184
H (-1.1922, 0.9040, -2.3572)  0.414
H (0.0822, -0.3279, -4.1423)  0.239
H (2.1972, 0.0359, -4.9542)  0.195
H (3.4428, 0.5506, -3.8735)  0.244

Energy above the lowest of the compared OMol25 structures with the same formula, charge and spin ... 0.8899 eV
Total charge ... +1
Frontier orbital gap (spin up / spin down) ... 7.270 / 7.469 eV
Lowest unoccupied orbital energy (spin up / spin down) ... -2.9 / -2.9 eV
Highest occupied orbital energy (spin up / spin down) ... -10.14 / -10.35 eV


No. 3
A structure of composition C26H39N7O5RuS2. Source: the Open Molecules 2025 dataset; level of theory: ωB97M-V/def2-TZVPD.

Last column: Löwdin spin population.
Atoms and positions in Å:
Ru (-0.5422, 2.5982, 0.7952)  2.554
C (3.5750, 1.9373, -0.3220)  0.052
C (2.2530, 2.5488, -0.0681)  0.370
N (1.3272, 1.8692, 0.7467)  0.346
N (1.7758, 1.1541, 1.7568)  0.351
C (0.7373, 0.7716, 2.5460)  0.133
O (-0.4163, 1.2895, 2.4003)  0.201
C (0.9611, -0.2601, 3.5583)  0.005
C (-0.1178, -0.6825, 4.3381)  0.019
C (0.0599, -1.7025, 5.2577)  -0.001
C (1.3078, -2.2983, 5.4017)  0.025
C (2.3827, -1.8754, 4.6278)  -0.002
C (2.2145, -0.8590, 3.7037)  0.021
C (1.7409, 3.7219, -0.6280)  0.074
C (2.4365, 4.5643, -1.5247)  0.114
C (1.8371, 5.7070, -1.9889)  0.029
C (0.5406, 6.0343, -1.5738)  0.144
C (-0.1147, 5.1788, -0.7106)  0.030
N (0.4479, 4.0582, -0.2591)  0.162
H (3.9570, 1.4940, 0.5969)  0.009
H (4.2938, 2.6589, -0.7009)  0.001
H (3.4739, 1.1228, -1.0474)  0.020
H (-1.0811, -0.2066, 4.2116)  0.001
H (-0.7715, -2.0287, 5.8683)  -0.001
H (1.4446, -3.0922, 6.1246)  0.001
H (3.3521, -2.3409, 4.7455)  -0.001
H (3.0363, -0.5342, 3.0818)  0.000
H (3.4384, 4.3024, -1.8302)  0.005
H (2.3699, 6.3581, -2.6686)  -0.001
H (0.0490, 6.9350, -1.9091)  0.008
H (-1.1190, 5.3718, -0.3569)  0.000
C (-2.0032, -0.7641, -0.2816)  0.001
N (-1.7403, -0.4120, -1.6691)  0.006
C (-2.1897, -1.3825, -2.6594)  0.001
C (-1.4585, -1.1924, -3.9695)  0.000
C (-1.5828, 0.2542, -4.3921)  0.001
N (-1.1277, 1.1224, -3.3163)  0.006
C (-0.6944, 2.4531, -3.7018)  0.000
C (-1.2589, 0.7971, -2.0050)  0.016
O (-0.8937, 1.6411, -1.1442)  0.116
H (-1.7629, -1.8185, -0.1484)  0.000
H (-3.0479, -0.5904, -0.0231)  0.000
H (-1.3768, -0.1861, 0.3852)  0.000
H (-3.2727, -1.2978, -2.8034)  0.000
H (-1.9931, -2.3748, -2.2508)  0.000
H (-1.8781, -1.8478, -4.7318)  0.000
H (-0.4037, -1.4459, -3.8437)  0.000
H (-2.6176, 0.4932, -4.6632)  0.000
H (-0.9633, 0.4577, -5.2661)  0.000
H (0.0515, 2.3745, -4.4937)  0.000
H (-0.2563, 2.9598, -2.8491)  0.000
H (-1.5340, 3.0462, -4.0753)  0.000
C (-4.6071, 3.5675, 0.4362)  0.003
S (-3.3629, 2.9976, 1.5450)  0.012
O (-3.7833, 3.2739, 2.8799)  0.007
O (-3.0181, 1.6277, 1.1939)  0.036
O (-2.1310, 3.8289, 1.1385)  0.077
H (-4.7374, 4.6358, 0.5913)  0.000
H (-5.5260, 3.0407, 0.6833)  0.001
H (-4.2988, 3.3509, -0.5836)  0.000
C (0.7821, -5.3231, 2.5343)  0.000
C (-0.2828, -4.2996, 2.1584)  0.000
N (0.2688, -3.0711, 1.6078)  0.002
C (0.7165, -2.8793, 0.3540)  0.005
S (1.4262, -1.4066, -0.0758)  0.033
N (0.5161, -3.8796, -0.5241)  0.001
C (1.0175, -3.8785, -1.8933)  0.001
C (2.4611, -4.3449, -1.9903)  0.000
H (0.3217, -6.2235, 2.9411)  0.000
H (1.4522, -4.9084, 3.2875)  0.000
H (1.3881, -5.6091, 1.6730)  0.000
H (-0.8568, -4.0136, 3.0391)  0.000
H (-1.0092, -4.7185, 1.4562)  0.000
H (0.4723, -2.3172, 2.2449)  0.000
H (0.1949, -4.7637, -0.1652)  0.000
H (0.9187, -2.8628, -2.2732)  0.001
H (0.3594, -4.5255, -2.4756)  0.000
H (3.1070, -3.6868, -1.4099)  0.000
H (2.7954, -4.3298, -3.0280)  0.000
H (2.5699, -5.3641, -1.6160)  0.000

Energy above the lowest of the compared OMol25 structures with the same formula, charge and spin ... 1.9661 eV
Total charge ... +1
Multiplicity ... 6
Frontier orbital gap (spin up / spin down) ... 7.023 / 5.308 eV
Lowest unoccupied orbital energy (spin up / spin down) ... -2.4 / -5.1 eV
Highest occupied orbital energy (spin up / spin down) ... -9.39 / -10.44 eV


- The highest energy above the lowest of the compared OMol25 structures with the same formula, charge and spin belongs to which entry?
  C26H39N7O5RuS2


- The lowest energy above the lowest of the compared OMol25 structures with the same formula, charge and spin belongs to which entry?
  C28H51BN9PtS


- Look up the energy above the lowest of the compared OMol25 structures with the same formula, charge and spin of the second one.
  0.8899 eV